Record 1
Molecular formula: C9H8N4O
Method: DFT, the ωB97M-V functional and the def2-TZVPD basis

Calculated values
- SMILES = C=Cc1ccc(-n2cnnc2)n1C=O
- total charge = 0
- HOMO-LUMO gap (alpha / beta) (eV) = 8.132 / 8.133
- ΔE to the lowest compared entry with this formula, charge and spin (kJ/mol) = 618.4

Atoms and positions in Å:
C  2.55  0.53  0.18
C  2.00  -1.54  -0.12
C  -1.89  -0.49  1.42
C  -0.66  -1.08  1.23
C  -2.12  0.01  -0.83
C  -1.97  0.56  0.46
C  -0.36  2.27  0.11
C  -0.99  -0.23  -1.53
C  0.05  -0.24  0.27
N  3.63  -0.14  -0.01
N  3.28  -1.41  -0.29
N  1.46  -0.35  0.19
N  -0.60  0.98  0.45
O  0.63  2.97  0.04
H  2.60  1.71  0.27
H  1.39  -2.35  -0.22
H  -2.75  -0.86  1.91
H  -0.44  -2.03  1.65
H  -3.14  -0.49  -1.10
H  -1.32  2.79  -0.02
H  -1.09  -1.04  -2.23
H  -0.25  0.40  -1.83

=====

Record 2
Molecular formula: C9H8NO
Method: DFT, the ωB97M-V functional and the def2-TZVPD basis

Calculated values
- SMILES = C=C=[N+]1C=CC=C[C@]12CC2=O
- total charge = +1
- HOMO-LUMO gap (eV) = 7.689
- ΔE to the lowest compared entry with this formula, charge and spin (kJ/mol) = 157.2

Atoms and positions in Å:
C  2.14  -1.28  0.13
C  2.36  0.06  0.61
C  0.91  -1.62  -0.29
C  1.36  0.96  0.64
C  -0.22  -0.70  -0.23
C  -0.81  1.57  0.16
C  -1.59  -1.32  0.19
C  -1.69  2.50  0.23
C  -1.42  -0.93  -1.18
N  0.06  0.65  0.19
O  -2.17  -1.71  1.13
H  2.96  -1.97  0.10
H  3.33  0.35  0.96
H  0.70  -2.61  -0.66
H  1.49  1.97  0.98
H  -1.88  3.20  -0.58
H  -2.29  2.65  1.12
H  -1.96  -0.06  -1.54
H  -1.30  -1.69  -1.94

=====

Record 3
Molecular formula: C9H8NO2S
Method: DFT, the ωB97M-V functional and the def2-TZVPD basis

Calculated values
- total charge = +1
- HOMO-LUMO gap (alpha / beta) (eV) = 6.864 / 6.869
- ΔE to the lowest compared entry with this formula, charge and spin (kJ/mol) = 621.8

Atoms and positions in Å:
C  3.54  2.97  -0.38
C  3.02  2.29  -1.23
C  0.65  -0.48  0.52
C  -1.05  -0.36  -1.25
C  1.61  -0.21  -0.44
C  -0.11  -0.13  -2.24
C  -0.69  -0.56  0.10
C  1.20  0.05  -1.74
C  -1.70  -0.93  1.16
N  2.33  1.69  -2.47
O  1.56  2.43  -3.04
O  2.00  -0.02  -4.33
S  2.59  -0.01  -3.05
H  4.29  3.53  0.14
H  0.80  -0.78  1.56
H  -2.04  -0.55  -1.67
H  2.70  -0.07  -0.19
H  -0.48  0.26  -3.16
H  -1.62  -0.12  2.02
H  -2.79  -0.89  0.76
H  -1.74  -2.05  1.47

=====

Record 4
Molecular formula: C9H8NO3S
Method: DFT, the ωB97M-V functional and the def2-TZVPD basis

Calculated values
- SMILES = CS[C@]1(C(=O)[O-])Nc2ccccc2O1
- total charge = -1
- HOMO-LUMO gap (eV) = 7.946
- ΔE to the lowest compared entry with this formula, charge and spin (kJ/mol) = 145.6

Atoms and positions in Å:
C  -0.94  1.76  0.84
C  0.16  1.70  1.72
C  -1.42  0.66  0.20
C  0.84  0.44  1.99
C  -0.74  -0.51  0.42
C  0.36  -0.65  1.25
C  -0.55  -4.14  0.38
C  -0.04  -2.69  0.03
C  1.07  -1.07  -2.00
N  -1.09  -1.80  -0.15
O  0.25  -5.00  -0.04
O  -1.60  -4.18  1.02
O  0.89  -1.88  1.27
S  1.13  -2.87  -1.19
H  -1.25  2.75  0.52
H  0.58  2.59  2.07
H  -2.25  0.70  -0.56
H  1.40  0.29  2.83
H  1.30  -0.44  -1.13
H  0.15  -1.20  -2.45
H  1.79  -1.24  -2.83
H  -1.93  -2.31  0.21

=====

Record 5
Molecular formula: C9H8NO5
Method: DFT, the ωB97M-V functional and the def2-TZVPD basis

Calculated values
- total charge = -1
- HOMO-LUMO gap (alpha / beta) (eV) = 7.177 / 7.179
- ΔE to the lowest compared entry with this formula, charge and spin (kJ/mol) = 60.2

Atoms and positions in Å:
C  -0.29  3.19  0.19
C  0.53  2.83  -0.83
C  -0.69  2.28  1.14
C  1.12  1.65  -0.74
C  -0.19  0.99  1.12
C  0.75  0.65  0.09
C  -2.63  -1.39  -0.65
C  1.30  -2.90  0.85
C  1.38  -0.65  0.01
N  -1.31  -1.53  -1.32
O  -2.60  -2.52  -0.08
O  -3.43  -0.53  -0.69
O  -1.22  -1.81  -2.56
O  2.05  -1.04  -0.91
O  0.97  -1.56  1.00
H  -0.59  4.28  0.19
H  0.81  3.43  -1.65
H  -1.30  2.72  1.92
H  1.79  1.49  -1.52
H  -0.44  0.19  1.82
H  0.38  -3.41  1.15
H  2.04  -3.19  1.69
H  1.58  -3.17  -0.22

=====

Record 6
Molecular formula: C9H8O2S
Method: DFT, the ωB97M-V functional and the def2-TZVPD basis

Calculated values
- SMILES = CC1=C(c2ccccc2)S1(=O)=O
- total charge = 0
- HOMO-LUMO gap (eV) = 9.509
- ΔE to the lowest compared entry with this formula, charge and spin (kJ/mol) = 340.9

Atoms and positions in Å:
C  2.72  1.51  -0.03
C  2.53  0.36  -0.78
C  1.71  2.12  0.71
C  1.27  -0.28  -0.71
C  0.48  1.51  0.66
C  0.22  0.31  0.05
C  -1.07  -0.21  -0.04
C  -1.91  -1.25  0.05
C  -1.65  -2.66  0.36
O  -3.21  0.34  -1.73
O  -3.32  1.15  0.60
S  -2.72  0.26  -0.35
H  3.63  2.10  -0.15
H  3.30  -0.01  -1.42
H  2.02  2.96  1.21
H  0.88  -1.16  -1.25
H  -0.30  1.79  1.30
H  -2.60  -3.12  0.65
H  -1.05  -2.69  1.27
H  -0.93  -3.05  -0.40

=====

Record 7
Molecular formula: C9H8O4
Method: DFT, the ωB97M-V functional and the def2-TZVPD basis

Calculated values
- total charge = 0
- HOMO-LUMO gap (eV) = 9.400
- ΔE to the lowest compared entry with this formula, charge and spin (kJ/mol) = 551.0

Atoms and positions in Å:
C  2.47  -1.42  -2.35
C  1.84  -0.67  -0.93
C  -0.20  0.24  0.15
C  0.18  1.53  0.06
C  -0.55  2.44  0.91
C  -1.64  2.18  1.66
C  -2.03  0.73  1.70
C  -1.42  -0.28  0.73
C  -1.84  -1.72  0.84
H  2.33  -0.96  -3.38
H  2.57  -2.77  -2.42
H  3.55  -1.30  -2.31
H  1.34  1.98  -0.26
H  -0.50  3.48  0.97
H  -1.90  2.96  2.35
H  -2.77  0.65  2.53
H  -0.75  -1.80  -0.76
O  2.52  0.38  -0.46
O  0.49  -0.84  -0.54
O  -1.27  -2.55  -0.14
O  -2.41  -2.25  1.66

=====

Record 8
Molecular formula: C9H8O4
Method: DFT, the ωB97M-V functional and the def2-TZVPD basis

Calculated values
- total charge = 0
- HOMO-LUMO gap (alpha / beta) (eV) = 6.372 / 4.680
- 2S+1 = 3
- ΔE to the lowest compared entry with this formula, charge and spin (kJ/mol) = 0.0

Atoms and positions in Å:
C  0.90  -2.57  0.66
C  0.36  -1.54  1.47
C  0.91  -2.29  -0.73
C  0.08  -0.27  0.98
C  0.72  -1.04  -1.25
C  0.24  -0.06  -0.38
C  -1.40  2.69  0.28
C  0.63  -0.91  -2.72
C  -0.18  2.25  -0.16
O  -2.66  2.27  -0.12
O  0.07  1.19  -0.99
O  1.06  -1.75  -3.49
O  0.95  3.08  0.12
H  1.04  -3.53  1.00
H  0.11  -1.78  2.58
H  1.08  -3.00  -1.56
H  -0.03  0.58  1.68
H  -1.40  3.36  1.18
H  0.17  0.02  -2.90
H  -2.54  1.76  -0.94
H  1.74  2.68  -0.33

=====

Record 9
Molecular formula: C9H8O4S
Method: DFT, the ωB97M-V functional and the def2-TZVPD basis

Calculated values
- SMILES = C=C1C(=O)CC=C=C(O)/C=C\S1(=O)=O
- total charge = 0
- HOMO-LUMO gap (eV) = 8.722
- ΔE to the lowest compared entry with this formula, charge and spin (kJ/mol) = 614.9

Atoms and positions in Å:
C  1.94  0.19  -1.28
C  -0.86  1.83  0.22
C  1.15  -0.83  -1.58
C  0.37  1.89  -0.30
C  1.56  1.49  -0.64
C  -0.29  -0.27  1.30
C  -1.05  1.07  1.56
C  -0.89  -1.34  0.45
C  -1.57  -2.37  0.88
O  2.62  2.21  -0.28
O  0.81  -0.40  1.80
O  -0.78  -2.56  -1.88
O  -1.39  -0.14  -1.74
S  -0.55  -1.23  -1.32
H  3.08  0.19  -1.54
H  -1.55  2.43  -0.33
H  1.73  -1.71  -1.98
H  -0.61  1.60  2.42
H  -2.19  0.83  1.73
H  -2.02  -2.50  1.91
H  2.40  2.69  0.58
H  -1.92  -3.07  0.04

=====

Record 10
Molecular formula: C9H9AgBN2O4
Method: DFT, the ωB97M-V functional and the def2-TZVPD basis

Calculated values
- total charge = +1
- HOMO-LUMO gap (eV) = 6.680
- ΔE to the lowest compared entry with this formula, charge and spin (kJ/mol) = 0.0

Atoms and positions in Å:
C  3.23  -0.97  0.62
O  2.67  0.18  1.32
B  1.86  0.88  0.43
O  2.49  1.98  -0.22
C  0.40  0.53  0.14
C  -0.09  -0.66  0.71
C  -1.38  -1.06  0.44
C  -2.20  -0.30  -0.38
C  -1.78  0.89  -0.94
C  -0.48  1.32  -0.67
N  -0.06  2.51  -1.28
C  -3.52  -1.01  -0.50
O  -4.55  -0.55  -0.88
N  -3.35  -2.33  0.06
C  -2.14  -2.26  0.87
O  -1.88  -2.99  1.78
H  4.22  -0.74  0.23
H  3.29  -1.79  1.33
H  2.58  -1.28  -0.20
H  2.31  1.89  -1.17
H  0.54  -1.26  1.36
H  -2.45  1.46  -1.57
H  -0.84  3.11  -1.51
H  0.57  3.05  -0.70
H  -3.23  -3.02  -0.68
Ag  3.79  2.41  1.43

=====

Record 11
Molecular formula: C9H9Br2
Method: DFT, the ωB97M-V functional and the def2-TZVPD basis

Calculated values
- total charge = 0
- HOMO-LUMO gap (alpha / beta) (eV) = 9.752 / 6.334
- 2S+1 = 2

Atoms and positions in Å:
Br  0.49  1.37  -2.63
Br  2.84  0.90  -0.49
C  1.65  -1.51  0.47
C  0.33  -1.83  -0.27
C  -0.47  -0.59  -0.08
C  0.24  0.43  0.55
C  1.64  0.01  0.75
C  -0.34  1.66  0.80
C  -1.61  1.93  0.29
C  -2.28  0.93  -0.45
C  -1.73  -0.34  -0.60
H  1.61  -1.98  1.47
H  2.55  -1.85  -0.05
H  0.48  -2.08  -1.34
H  -0.23  -2.65  0.20
H  2.04  0.22  1.74
H  0.27  2.40  1.33
H  -2.03  2.93  0.41
H  -3.25  1.16  -0.91
H  -2.20  -1.13  -1.20

=====

Record 12
Molecular formula: C9H9BrN2O3
Method: DFT, the ωB97M-V functional and the def2-TZVPD basis

Calculated values
- total charge = 0
- HOMO-LUMO gap (eV) = 8.662
- ΔE to the lowest compared entry with this formula, charge and spin (kJ/mol) = 706.4

Atoms and positions in Å:
C  3.08  -0.68  -0.84
C  2.54  0.64  1.31
C  1.84  -0.38  -1.28
C  1.36  0.86  0.82
C  -0.37  -0.46  -0.24
C  -1.54  0.11  0.15
C  -2.69  -0.76  0.33
C  3.51  -0.25  0.52
C  0.88  0.34  -0.49
N  -4.66  -0.77  -0.87
N  -4.14  -0.08  0.00
O  -4.48  0.90  0.59
O  -2.79  -1.88  0.68
O  -1.66  1.49  -0.05
Br  -6.31  -0.09  -1.35
H  3.65  -1.22  -1.56
H  3.03  1.00  2.22
H  1.62  -0.70  -2.28
H  0.64  1.54  1.24
H  -0.12  -1.61  -0.22
H  3.63  -1.23  1.02
H  4.50  0.16  0.61
H  0.66  1.27  -1.06
H  -2.17  1.81  0.76